No. 1
C34H90K2N9O13PS | wB97M-V/def2-TZVPD

Orbital gap (Eh): 0.166

```
! RIJCOSX wB97M-V def2-TZVPD def2/J DEFGRID3
* xyz 0 1
K 14.37392 43.78995 -26.24870
K 18.55474 46.63737 -18.55186
S 16.19263 45.21491 -22.26736
O 16.76922 44.03234 -22.96403
O 15.97421 44.91093 -20.87128
O 17.15001 46.34507 -22.38579
O 14.91613 45.58562 -22.79988
O 9.75298 42.25749 -26.37673
P 8.31213 42.30631 -26.02399
N 7.39632 42.32069 -27.43489
C 7.41733 43.49167 -28.33471
C 6.91849 41.11973 -28.09217
N 7.86741 43.65649 -25.03812
C 6.64656 44.43678 -25.27170
C 8.92146 44.36715 -24.34817
N 7.59775 41.04077 -25.13714
C 8.45272 40.09805 -24.40929
C 6.14608 41.03802 -24.72130
H 7.81764 44.37969 -27.84557
H 6.41765 43.81391 -28.62610
H 8.08103 43.26148 -29.16815
H 6.05655 41.28933 -28.73744
H 6.71455 40.35363 -27.34410
H 7.75100 40.73896 -28.68381
H 6.09114 44.65688 -24.36002
H 6.85975 45.42530 -25.67847
H 5.98756 43.96107 -25.99801
H 9.48648 44.99085 -25.04088
H 8.46181 45.07947 -23.66300
H 9.67251 43.70804 -23.91274
H 9.45176 39.94279 -24.81661
H 8.52015 40.42237 -23.37084
H 7.96895 39.12140 -24.39498
H 5.67970 40.11544 -25.06689
H 5.74761 41.95626 -25.15275
H 6.02184 40.98974 -23.63947
O 19.16514 38.07507 -17.14887
C 18.76297 39.16722 -17.49443
O 19.34043 39.90846 -18.44826
C 18.55469 40.95602 -18.90542
C 17.23251 40.88370 -18.06932
C 17.44633 39.80137 -17.04349
H 18.42132 40.83424 -19.98034
H 18.94255 41.94471 -18.66016
H 16.38030 40.73723 -18.73293
H 17.02045 41.74160 -17.43124
H 16.64830 39.08081 -17.22246
H 17.44164 40.09716 -15.99440
C 15.09317 38.63654 -23.99934
C 16.41913 38.48615 -24.82340
C 16.52036 37.19591 -25.68591
O 16.18549 35.97694 -24.89065
C 16.53966 34.80771 -25.46183
N 16.74361 39.69737 -25.49789
H 14.99069 37.97286 -23.14076
H 14.24271 38.57112 -24.67797
H 15.11499 39.65730 -23.61768
H 17.14586 38.28777 -24.03562
H 17.50756 37.19048 -26.14798
H 15.83666 37.11695 -26.53114
H 15.86417 34.57907 -26.28618
H 16.54533 34.02673 -24.70147
H 17.56981 34.79462 -25.81777
H 17.61881 39.60520 -25.99350
H 16.99134 40.37765 -24.79366
C 14.29126 50.93229 -22.20811
C 14.09357 50.86090 -20.66295
C 12.82333 50.32803 -20.15542
O 11.67865 51.15463 -20.26467
C 11.53557 51.99542 -19.13935
N 15.26857 50.18659 -20.18404
H 14.15623 49.97732 -22.71596
H 15.28640 51.34962 -22.36184
H 13.63056 51.65590 -22.68557
H 14.21307 51.88936 -20.32221
H 12.93172 49.79836 -19.20895
H 12.72209 49.47894 -20.83137
H 10.53797 52.43352 -19.10857
H 12.34103 52.72972 -19.12778
H 11.59051 51.48020 -18.18038
H 14.91616 49.71216 -19.36500
H 15.56064 49.54493 -20.90728
C 17.74415 47.55747 -29.70376
C 18.08426 47.86433 -28.26326
C 17.14992 48.89405 -27.48386
O 16.71246 49.95296 -28.29048
C 15.82713 50.88238 -27.71267
N 18.07328 46.60945 -27.54751
H 16.78257 47.04419 -29.70572
H 18.47116 46.81010 -30.02155
H 17.79292 48.45257 -30.32386
H 19.10836 48.22947 -28.18578
H 17.77729 49.35321 -26.71987
H 16.38796 48.31227 -26.96517
H 15.38920 51.53663 -28.46650
H 16.35087 51.46438 -26.95432
H 15.05861 50.24020 -27.28247
H 18.89773 46.04959 -27.71168
H 18.02860 46.90075 -26.58146
C 23.07815 43.09192 -24.18530
C 21.69104 42.60772 -24.03647
C 21.65476 41.09262 -24.15507
O 21.81030 40.62811 -25.42857
C 21.84800 39.20287 -25.56865
N 21.06235 43.22202 -22.88042
H 23.47611 42.55394 -25.04571
H 23.68734 43.07640 -23.28155
H 23.14005 44.12783 -24.51870
H 21.10183 43.05028 -24.83963
H 20.68437 40.74465 -23.80102
H 22.45038 40.70624 -23.51805
H 22.80156 38.77982 -25.25265
H 21.76519 39.03859 -26.64302
H 21.00574 38.74153 -25.05305
H 20.08479 43.12025 -23.11306
H 21.24755 44.21007 -22.97819
C 11.46923 43.44020 -17.09410
C 11.01252 44.16465 -18.38279
C 9.61601 44.80627 -18.27392
O 8.60936 43.79645 -18.15150
C 8.52829 42.73797 -19.19330
N 11.95044 45.20237 -18.53023
H 11.37008 44.06839 -16.20887
H 12.51316 43.12949 -17.05177
H 10.83388 42.56182 -16.98063
H 11.04195 43.46696 -19.21973
H 9.35585 45.37741 -19.16512
H 9.63186 45.44892 -17.39368
H 8.47895 43.07639 -20.22826
H 7.58896 42.21281 -19.02020
H 9.38798 42.06792 -19.19947
H 12.80392 44.73777 -18.80558
H 11.84897 45.86159 -19.28866
C 22.79670 50.53441 -23.03010
C 21.30736 50.38792 -22.52058
C 20.39548 51.60517 -22.62997
O 21.04409 52.72590 -21.99101
C 20.25171 53.93024 -22.10405
N 20.88627 49.25736 -23.27932
H 23.33457 49.59153 -22.93125
H 23.29362 51.31777 -22.45779
H 22.82557 50.85173 -24.07249
H 21.18176 50.17236 -21.45951
H 19.43548 51.35351 -22.17924
H 20.17336 51.73481 -23.68919
H 20.58353 54.74934 -21.46603
H 19.23276 53.79526 -21.74128
H 20.32363 54.25911 -23.14077
H 20.99789 49.44318 -24.26578
H 19.92824 48.98353 -23.11414
*
```

Results of the Mulliken charge analysis, in e, for atoms 1 through 4: 0.9070, 0.9255, 1.1819, -0.7390



No. 2
C2H9N6 | wB97M-V/def2-TZVPD

Orbital gap (spin up / spin down) (Eh): 0.323 / 0.323
ΔE to the lowest compared entry with this formula, charge and spin (eV): 2.286

```
! RIJCOSX wB97M-V def2-TZVPD def2/J DEFGRID3
* xyz 1 1
C 0.31316 1.72977 0.05021
C -0.15141 1.67092 1.46559
N 1.26217 2.43508 -0.34453
N -1.11792 0.52224 1.37781
N -0.47478 0.77009 -0.62230
N -0.28521 0.30181 -1.88206
N -0.12351 -2.12956 -0.45067
N -1.28269 0.16775 0.15604
H 0.71550 1.49447 2.04106
H -0.60908 2.65555 1.87369
H 1.75775 2.62455 -1.14372
H -1.72370 0.54977 2.19526
H 0.26633 1.03234 -2.29892
H -0.93037 -0.35096 -2.30393
H -0.31558 -2.87320 -1.08061
H -0.26450 -2.42111 0.60542
H 0.88981 -2.18012 -0.35080
*
```

Results of the natural (NBO) charge analysis, in e, for atoms 1 through 4: 0.3908, -0.3319, -0.5956, -0.3286



No. 3
C4H9IN2 | wB97M-V/def2-TZVPD

SMILES: [NH3+]C1=C([C@H]([NH3+])I)C1
Orbital gap (Eh): 0.328
ΔE to the lowest compared entry with this formula, charge and spin (eV): 0.953

```
! RIJCOSX wB97M-V def2-TZVPD def2/J DEFGRID3
* xyz 2 1
C -0.22232 0.14702 0.04070
C 0.66586 1.12585 -0.07143
C 0.77491 0.12583 -1.10953
C -1.34437 -0.54591 0.63782
N 1.30875 2.42551 0.41612
N -1.29122 -1.98217 0.35184
I -3.30195 0.22734 -0.14940
H 1.70406 -0.61377 -1.00928
H 0.50912 0.35731 -2.11495
H -1.39257 -0.58810 1.79164
H 1.61494 3.22740 -0.28785
H 2.17244 2.25886 0.97634
H 0.62640 2.95708 1.08529
H -2.13243 -2.41014 1.00165
H -1.42364 -2.12364 -0.64983
H -0.34566 -2.41832 0.53020
*
```

Results of the natural (NBO) charge analysis, in e, for atoms 1 through 4: -0.0115, 0.1666, -0.3753, -0.2371



No. 4
C7H10N2OS | wB97M-V/def2-TZVPD

Orbital gap (Eh): 0.321
ΔE to the lowest compared entry with this formula, charge and spin (eV): 3.494

```
! RIJCOSX wB97M-V def2-TZVPD def2/J DEFGRID3
* xyz 0 1
C -0.32854 -1.08868 2.32591
C -0.43215 -1.87668 1.21362
C -1.77787 -0.16347 1.10377
C -1.57846 -1.33634 -0.92248
C 0.63061 0.84374 -1.78404
C 1.43509 2.33730 0.29582
C 1.32063 0.95285 -0.42953
N -1.16709 0.00865 2.20511
N -1.23482 -1.23795 0.35788
O 1.70715 -0.02984 0.13215
S -0.99959 -2.68049 -1.75671
H 0.32631 -1.32702 3.14931
H 0.17952 -2.68950 0.83304
H -2.62686 0.48937 0.68810
H -0.41506 0.87159 -1.51545
H 1.06543 1.75845 -2.35935
H 0.97553 -0.09114 -2.11078
H 2.55323 2.64287 0.18524
H 1.20713 1.92611 1.35521
H 0.62222 3.04150 -0.07495
H -1.46242 -2.35133 -2.89188
*
```

Results of the natural (NBO) charge analysis, in e, for atoms 1 through 4: -0.0537, -0.0859, 0.2306, -0.0905